DFT (wB97M-V/def2-TZVPD) results for C7H8 in the gas phase.

* maximum force: 0.403 eV Å⁻¹
* net charge: 0
* HOMO-LUMO gap: 9.80 eV
* molecular weight: 92.14 g mol⁻¹
* HOMO: -8.56 eV
* structure (SMILES): C[C@@]12[C@@H]3[C@H]4[C@@H]3[C@@H]1[C@H]42

```
15
Properties=species:S:1:pos:R:3:forces:R:3
C 2.011 0.014 0.034 0.021 -0.044 -0.023
C 0.521 -0.024 -0.009 0.274 0.013 -0.008
C -0.521 -1.149 -0.243 0.116 -0.371 -0.105
C -1.480 -0.120 -0.795 -0.277 0.008 -0.290
C -1.483 -0.422 0.680 -0.281 -0.027 0.257
C -0.435 0.691 0.910 0.057 0.078 0.354
C -0.432 0.994 -0.587 0.090 0.260 -0.283
H 2.351 1.037 0.243 -0.060 -0.166 -0.048
H 2.401 -0.636 0.825 -0.011 0.057 -0.108
H 2.445 -0.299 -0.921 0.011 0.023 0.100
H -0.398 -2.185 -0.540 -0.153 0.064 0.226
H -2.301 -0.247 -1.489 0.160 0.025 0.019
H -2.319 -0.745 1.291 0.206 -0.130 -0.136
H -0.185 1.245 1.811 -0.064 0.134 -0.327
H -0.177 1.846 -1.209 -0.091 0.077 0.371
```
Positions in Å, forces in eV/Å.

Löwdin atomic charge list, values in e, 6 entries: atom 1 (C): -0.0246, atom 2 (C): -0.3583, atom 3 (C): -0.0830, atom 4 (C): -0.1283, atom 5 (C): -0.1157, atom 6 (C): -0.0892